Computed, not measured: a 5-piece molecular cluster, C26H57FN6O7 overall, with ωB97M-V with the def2-TZVPD basis set.

The value obtained for the largest force on an atom is 12.4 eV/Å. The relative energy (zero: lowest compared OMol25 entry of this formula, charge and spin) is 750.00 kJ/mol. As for the SMILES: CC(=O)OCCCC[C@@](F)(C#N)[C@@H](O)C#N.COC[C@@H](C)N.COC[C@@H](C)N.COC[C@@H](C)N.COC[C@@H](C)N. For the total energy, the calculation gives -1979.5257 hartree.

```
! wB97M-V def2-TZVPD RIJCOSX def2/J DEFGRID3
* xyz 0 1
C -6.346 2.698 -1.514
C -5.060 3.496 -2.189
O -5.214 4.693 -2.813
O -3.676 2.980 -2.107
C -3.471 1.902 -3.121
C -1.820 1.754 -3.265
C -1.407 0.910 -4.624
C 0.006 1.399 -5.294
C -0.139 2.420 -6.568
F 1.273 2.791 -6.958
C -0.823 1.627 -7.872
N -1.291 1.303 -9.035
C -0.905 3.834 -6.242
O -2.334 3.708 -5.917
C -0.084 4.677 -5.055
N 0.317 5.417 -4.050
H -7.276 3.409 -1.547
H -6.067 2.430 -0.385
H -6.541 1.668 -2.063
H -3.986 2.149 -4.153
H -3.848 0.860 -2.706
H -1.415 2.870 -3.361
H -1.387 1.304 -2.270
H -1.236 -0.219 -4.276
H -2.319 0.878 -5.362
H 0.542 0.414 -5.704
H 0.749 1.871 -4.488
H -0.823 4.502 -7.225
H -2.727 2.843 -6.236
C 1.348 2.318 -0.712
O 0.881 0.983 -0.842
C 1.619 0.188 -1.774
C 2.897 -0.454 -1.186
C 4.064 0.520 -1.058
N 2.638 -1.066 0.126
H 1.712 2.723 -1.661
H 2.128 2.370 0.050
H 0.513 2.937 -0.370
H 0.941 -0.622 -2.069
H 1.836 0.756 -2.687
H 3.214 -1.246 -1.877
H 3.933 1.229 -0.237
H 4.995 -0.024 -0.864
H 4.201 1.090 -1.983
H 1.914 -1.776 0.017
H 2.191 -0.354 0.710
C -0.201 -5.178 3.279
O -0.968 -4.112 2.738
C -1.344 -3.113 3.690
C -0.263 -2.036 3.938
C 0.869 -2.509 4.846
N 0.309 -1.545 2.676
H -0.509 -5.433 4.298
H 0.861 -4.927 3.250
H -0.349 -6.057 2.644
H -2.222 -2.615 3.260
H -1.679 -3.573 4.628
H -0.750 -1.193 4.444
H 1.548 -3.205 4.346
H 1.473 -1.657 5.177
H 0.473 -3.000 5.741
H -0.442 -1.155 2.107
H 0.614 -2.365 2.142
C -1.472 2.471 3.711
O -1.913 2.183 2.393
C -3.333 2.221 2.225
C -3.903 3.635 1.967
C -4.006 4.488 3.228
N -3.112 4.361 0.962
H -2.158 2.083 4.471
H -1.334 3.547 3.834
H -0.496 1.996 3.853
H -3.539 1.609 1.338
H -3.840 1.728 3.063
H -4.921 3.512 1.578
H -3.034 4.845 3.577
H -4.622 5.375 3.039
H -4.477 3.927 4.042
H -3.116 3.824 0.095
H -2.133 4.325 1.263
C 5.839 -4.780 3.796
O 5.396 -3.727 2.953
C 5.427 -4.037 1.556
C 4.178 -4.794 1.049
C 4.182 -6.279 1.402
N 2.937 -4.186 1.551
H 6.655 -5.355 3.346
H 5.004 -5.435 4.049
H 6.204 -4.337 4.727
H 5.464 -3.069 1.043
H 6.352 -4.562 1.292
H 4.174 -4.725 -0.046
H 3.974 -6.461 2.459
H 3.411 -6.809 0.830
H 5.146 -6.736 1.159
H 2.901 -3.215 1.241
H 3.026 -4.110 2.569
*
```

---

Computed, not measured: a 6-piece molecular cluster, C26H58N7O9 overall, with ωB97M-V with the def2-TZVPD basis set.

The value obtained for the largest force on an atom is 9.7 eV/Å. For the total energy, the calculation gives -2085.4709 hartree.

```
! wB97M-V def2-TZVPD RIJCOSX def2/J DEFGRID3
* xyz 1 1
C -3.532 -5.598 -2.002
O -2.088 -5.446 -2.267
C -1.862 -4.729 -3.550
C -1.764 -3.085 -3.310
C -0.308 -2.486 -3.847
C 0.886 -2.999 -2.844
C 1.175 -1.815 -1.713
N 1.607 -2.391 -0.356
C 0.753 -1.907 0.804
N 0.542 -0.409 0.853
C 3.099 -2.239 -0.111
C 3.953 -3.648 -0.380
O 4.920 -3.577 -1.299
O 3.606 -4.810 0.449
C 3.063 -5.928 -0.333
C 2.972 -6.048 -1.963
O 2.630 -7.006 0.378
H -3.743 -5.297 -0.871
H -3.874 -6.716 -2.138
H -4.164 -4.929 -2.742
H -0.778 -5.058 -3.905
H -2.695 -4.959 -4.352
H -1.937 -2.846 -2.158
H -2.651 -2.623 -3.931
H -0.045 -2.823 -4.946
H -0.407 -1.320 -3.806
H 1.892 -3.235 -3.441
H 0.570 -4.021 -2.352
H 0.150 -1.215 -1.630
H 1.969 -1.099 -2.190
H 1.433 -3.438 -0.435
H -0.273 -2.509 0.741
H 1.243 -2.256 1.833
H -0.375 -0.221 0.353
H 1.251 0.123 0.299
H 3.594 -1.378 -0.765
H 3.324 -1.926 1.018
H 2.147 -6.873 -2.220
H 3.999 -6.542 -2.321
H 2.776 -5.041 -2.528
C -3.353 3.591 -0.490
C -2.910 2.360 0.250
O -3.373 1.248 0.006
N -1.963 2.502 1.221
C -1.301 3.709 1.654
H -4.111 3.320 -1.230
H -3.794 4.308 0.208
H -2.504 4.039 -1.012
H -1.716 1.629 1.674
H -0.226 3.578 1.509
H -1.505 3.844 2.719
H -1.637 4.589 1.104
C -4.925 -0.650 -2.299
C -5.450 0.254 -3.379
O -4.739 0.656 -4.297
N -6.760 0.629 -3.320
C -7.749 0.268 -2.333
H -3.867 -0.861 -2.480
H -5.017 -0.162 -1.325
H -5.472 -1.597 -2.304
H -7.039 1.237 -4.082
H -8.572 -0.236 -2.845
H -8.121 1.187 -1.874
H -7.347 -0.388 -1.559
C -0.895 7.304 3.253
C -1.167 7.543 1.794
O -2.056 6.949 1.189
N -0.390 8.452 1.137
C 0.694 9.246 1.664
H -1.593 6.555 3.637
H 0.123 6.929 3.387
H -1.038 8.230 3.816
H -0.634 8.558 0.159
H 0.444 10.300 1.519
H 1.595 9.010 1.094
H 0.874 9.057 2.723
C -0.107 5.773 8.104
C -0.632 6.677 7.024
O 0.079 7.079 6.105
N -1.942 7.052 7.082
C -2.931 6.691 8.070
H 0.951 5.563 7.922
H -0.199 6.262 9.078
H -0.654 4.827 8.098
H -2.221 7.660 6.321
H -3.754 6.188 7.557
H -3.303 7.611 8.528
H -2.529 6.036 8.843
C 9.803 -6.869 -2.094
C 9.278 -5.965 -3.174
O 9.989 -5.563 -4.093
N 7.968 -5.590 -3.115
C 6.979 -5.951 -2.128
H 10.861 -7.079 -2.276
H 9.711 -6.380 -1.120
H 9.256 -7.815 -2.099
H 7.689 -4.982 -3.877
H 6.156 -6.454 -2.641
H 6.607 -5.031 -1.669
H 7.381 -6.606 -1.354
*
```

---

Computed, not measured: a 8-piece molecular cluster, C26H58NO22S4 overall, with ωB97M-V with the def2-TZVPD basis set.

The value obtained for the largest force on an atom is 17.5 eV/Å. The relative energy (zero: lowest compared OMol25 entry of this formula, charge and spin) is 136.08 kJ/mol. For the total energy, the calculation gives -4327.5142 hartree.

```
! wB97M-V def2-TZVPD RIJCOSX def2/J DEFGRID3
* xyz 1 1
C 2.484 1.192 1.125
N 1.780 0.882 -0.104
C 1.162 2.090 -0.853
C 2.745 0.251 -0.974
C 0.713 -0.127 0.263
C -0.366 0.282 1.182
O -1.071 -0.876 1.706
H 2.842 0.613 1.865
H 1.868 2.032 1.601
H 3.423 1.683 1.000
H 0.549 2.735 -0.288
H 0.682 1.738 -1.841
H 1.974 2.506 -1.280
H 3.539 0.872 -1.356
H 2.440 -0.083 -2.003
H 3.302 -0.553 -0.491
H 1.127 -1.081 0.609
H 0.300 -0.487 -0.665
H -0.875 0.949 0.504
H 0.093 0.649 2.039
H -0.840 -0.789 2.640
O -0.506 -0.094 -3.502
S -0.016 -1.352 -3.996
O 1.342 -1.719 -3.787
O -0.948 -2.445 -3.252
C -2.299 -2.010 -2.942
C -3.056 -3.132 -2.252
C -0.441 -1.301 -5.717
H -2.847 -1.775 -3.932
H -2.257 -1.181 -2.383
H -2.654 -3.188 -1.349
H -2.972 -4.154 -2.691
H -4.096 -2.954 -2.195
H -0.281 -2.276 -6.191
H 0.626 -0.775 -5.956
H -1.457 -1.096 -5.885
O -0.099 -1.848 4.455
S -0.737 -2.797 5.333
O -0.011 -3.660 6.169
O -1.868 -1.882 6.147
C -1.437 -1.129 7.405
C -2.525 -0.514 8.093
C -1.720 -3.824 4.309
H -1.161 -0.285 6.840
H -0.800 -1.762 7.961
H -3.079 0.397 7.422
H -2.077 0.014 8.999
H -3.419 -1.245 8.330
H -2.552 -4.303 4.849
H -1.037 -4.530 3.761
H -2.116 -3.168 3.544
O 2.599 0.692 -5.918
S 3.083 1.816 -5.178
O 4.134 1.517 -4.285
O 3.548 2.853 -6.342
C 4.844 3.340 -6.352
C 5.137 4.372 -7.407
C 1.732 2.327 -4.286
H 5.377 2.554 -6.691
H 5.372 3.872 -5.492
H 4.520 4.130 -8.208
H 5.993 4.352 -7.914
H 4.929 5.324 -6.890
H 0.760 2.628 -4.883
H 2.096 3.073 -3.611
H 1.491 1.425 -3.818
O 1.725 -4.710 0.419
S 1.409 -4.207 -0.914
O 1.249 -2.795 -1.145
O 2.603 -4.828 -1.863
C 3.808 -4.058 -1.976
C 4.934 -4.806 -2.572
C -0.063 -5.047 -1.315
H 4.203 -3.724 -0.991
H 3.781 -3.116 -2.539
H 5.556 -5.537 -1.905
H 5.802 -4.091 -2.669
H 4.704 -5.333 -3.592
H -0.295 -5.004 -2.321
H -0.934 -4.753 -0.827
H -0.048 -6.094 -1.058
C -3.452 4.871 -0.285
C -1.830 4.794 -0.356
O -1.706 3.415 -0.369
C -2.837 2.767 -0.664
O -3.029 1.493 -0.724
O -3.829 3.572 -0.679
H -3.803 5.620 -1.037
H -3.620 5.243 0.736
H -1.568 5.180 0.562
H -1.799 5.274 -1.143
C -0.993 4.845 4.605
C -0.328 4.594 5.940
O 0.824 3.877 5.593
C 0.692 3.411 4.342
O 1.475 2.543 3.922
O -0.257 3.883 3.715
H -0.947 5.780 4.321
H -2.018 4.554 4.468
H -0.951 4.245 6.702
H -0.166 5.698 6.183
C -4.497 -1.151 3.306
C -4.605 -0.912 1.739
O -4.700 -2.223 1.219
C -4.602 -3.116 2.174
O -4.652 -4.281 2.031
O -4.489 -2.539 3.464
H -5.253 -0.560 3.742
H -3.537 -0.673 3.845
H -3.706 -0.472 1.210
H -5.247 -0.356 1.672
*
```

---

Computed, not measured: C26H58OP4Ru as an isolated structure, with ωB97M-V with the def2-TZVPD basis set.

The value obtained for the largest force on an atom is 3.1 eV/Å. The relative energy (zero: lowest compared OMol25 entry of this formula, charge and spin) is 0.00 kJ/mol. As for the expectation value of S²: 8.7803. For the total energy, the calculation gives -2559.9175 hartree.

```
! wB97M-V def2-TZVPD RIJCOSX def2/J DEFGRID3
* xyz 3 6
Ru -0.078 0.715 -1.404
P -1.694 2.072 -0.464
P -1.698 -0.812 -1.766
P 0.489 2.394 -2.746
H 1.686 -0.823 0.213
C 1.729 0.202 -0.188
C 1.078 1.292 0.485
H 0.526 1.107 1.421
C -2.296 1.643 1.217
C -3.249 2.353 -1.444
C -1.149 3.805 -0.143
C -0.876 -2.397 -1.497
C -3.284 -1.180 -0.890
C -2.165 -0.771 -3.536
C 1.570 3.693 -2.009
C -0.722 3.345 -3.769
C 1.555 1.804 -4.101
H 2.613 0.426 -0.793
H 1.465 2.312 0.390
H -1.513 1.882 1.952
H -2.565 0.580 1.288
H -3.171 2.272 1.432
H -3.758 1.405 -1.670
H -2.975 2.873 -2.374
H -3.969 2.994 -0.904
H -0.245 3.748 0.475
H -1.907 4.350 0.438
H -0.973 4.330 -1.095
H -0.830 -3.012 -2.410
H -1.391 -2.965 -0.732
H 0.141 -2.195 -1.117
H -3.952 -1.687 -1.597
H -3.801 -0.312 -0.471
H -3.095 -1.872 -0.051
H -2.852 -1.579 -3.825
H -1.264 -0.853 -4.153
H -2.657 0.177 -3.781
H 2.045 4.238 -2.833
H 2.349 3.227 -1.398
H 1.031 4.405 -1.381
H -0.229 3.812 -4.639
H -1.233 4.132 -3.203
H -1.457 2.632 -4.162
H 2.182 2.620 -4.482
H 0.954 1.390 -4.926
H 2.216 1.029 -3.701
C 2.813 -1.429 -3.705
C 2.644 -2.761 -4.182
C 3.744 -3.416 -4.802
C 4.882 -2.675 -5.121
C 4.954 -1.309 -4.841
C 3.950 -0.685 -4.068
O 1.899 -0.932 -2.775
H 0.995 -0.659 -3.125
H 1.716 -3.291 -4.047
H 3.660 -4.483 -5.019
H 5.749 -3.173 -5.584
H 5.786 -0.724 -5.205
H 4.091 0.359 -3.789
C 2.411 -0.292 3.394
C 1.328 -1.342 3.640
C 1.468 -1.943 5.028
P -0.299 -0.598 3.117
C -1.473 -2.001 2.638
C -1.080 -3.379 3.165
C -2.962 -1.734 2.913
C -0.987 0.316 4.586
C -1.342 -0.662 5.700
C -0.129 1.490 5.089
H 2.313 0.529 4.111
H 2.353 0.151 2.393
H 3.397 -0.756 3.510
H 1.471 -2.148 2.906
H 1.478 -1.181 5.811
H 0.700 -2.678 5.281
H 2.410 -2.502 5.071
H -1.324 -2.018 1.539
H -1.256 -3.469 4.243
H -1.736 -4.115 2.682
H -0.037 -3.647 2.961
H -3.299 -0.755 2.553
H -3.574 -2.488 2.393
H -3.213 -1.831 3.977
H -1.920 0.761 4.192
H -0.482 -0.924 6.328
H -2.100 -0.201 6.343
H -1.805 -1.577 5.322
H -0.732 2.068 5.810
H 0.761 1.132 5.624
H 0.201 2.167 4.287
*
```